No. 1
ORCA calculation (ωB97M-V/def2-TZVPD) on C52H32Cl4N4TeTl as an isolated structure.

Computed properties:
Largest force on an atom, eV/Å: 1.2
Charge: -1
Kohn-Sham gap (spin up / spin down), eV: 4.9 / 4.7
Highest occupied orbital energy (spin up / spin down), eV: -3.105 / -3.020

Positions of all 94 atoms, in Å:
Tl: 0.00113 -0.50300 -0.93520
Cl: 6.16689 -7.24679 -2.97082
C: 5.07710 -6.00345 -2.41795
C: 5.34665 -4.67344 -2.68844
C: 4.48426 -3.69332 -2.23442
C: 3.34584 -3.98667 -1.45029
C: 3.06914 -5.35973 -1.28222
C: 3.91763 -6.34823 -1.74472
C: 2.47454 -2.92714 -0.95432
C: 2.93138 -1.60456 -0.89756
C: 4.28839 -1.13268 -0.72748
C: 4.26288 0.22163 -0.63852
C: 2.89863 0.65098 -0.79621
C: 2.45590 1.95978 -0.85493
C: 3.47244 3.02529 -0.61088
C: 3.66168 3.50453 0.68366
C: 4.59932 4.48913 0.95494
C: 5.35687 5.00111 -0.08511
Cl: 6.54297 6.23107 0.24448
C: 5.18522 4.54767 -1.38144
C: 4.24192 3.56172 -1.63654
C: 1.11897 2.42641 -1.07452
N: 0.01029 1.62384 -1.27060
C: -1.09388 2.43747 -1.38596
C: -2.45873 1.98711 -1.50778
C: -3.47870 3.05383 -1.69768
C: -3.60001 3.75053 -2.89688
C: -4.54808 4.75023 -3.05565
C: -5.38417 5.06451 -1.99777
Cl: -6.57400 6.32315 -2.18663
C: -5.28618 4.39370 -0.79085
C: -4.33325 3.39660 -0.65000
C: -2.90682 0.69403 -1.33602
C: -4.28222 0.24211 -1.38937
C: -4.30384 -1.07820 -1.09311
C: -2.94318 -1.51238 -0.85854
N: -2.12091 -0.40633 -1.04412
C: -2.51969 -2.76957 -0.49471
C: -1.13555 -3.19700 -0.33060
C: -0.68519 -4.20981 0.50458
C: 0.71874 -4.23420 0.41066
C: 1.09712 -3.25587 -0.49814
N: -0.03991 -2.61416 -0.95028
C: -3.53946 -3.78112 -0.12846
C: -4.45546 -3.51995 0.89221
C: -5.40004 -4.46061 1.27303
C: -5.43055 -5.68340 0.62579
Cl: -6.60996 -6.87411 1.09947
C: -4.53268 -5.97463 -0.38871
C: -3.59181 -5.02591 -0.75445
C: -0.67354 3.77480 -1.29140
C: 0.70455 3.76762 -1.09733
N: 2.11933 -0.49167 -0.92001
H: 6.21387 -4.40930 -3.27975
H: 4.67049 -2.67406 -2.53646
H: 2.15811 -5.65714 -0.79075
H: 3.67682 -7.39126 -1.58620
H: 5.14541 -1.77225 -0.59825
H: 5.09630 0.88618 -0.47033
H: 3.06894 3.09458 1.49309
H: 4.74616 4.84758 1.96517
H: 5.78674 4.95991 -2.18052
H: 4.10158 3.20204 -2.64825
H: -2.94517 3.49959 -3.72233
H: -4.64318 5.27885 -3.99468
H: -5.94270 4.65422 0.02862
H: -4.24283 2.86581 0.29017
H: -5.12497 0.87588 -1.61552
H: -5.16741 -1.72298 -1.04889
H: -1.30518 -4.84348 1.12040
H: 1.38376 -4.86527 0.97883
H: -4.41040 -2.56214 1.39615
H: -6.10013 -4.25252 2.07122
H: -4.57712 -6.93362 -0.88712
H: -2.88602 -5.24966 -1.54463
H: -1.31713 4.63838 -1.34896
H: 1.34792 4.62349 -0.96595
C: -0.14511 -0.33123 3.95745
Te: -1.04475 -0.27863 1.96420
C: -0.07659 1.65388 1.91062
C: 0.16367 2.06535 3.33214
C: 0.44425 3.38987 3.65100
C: 0.66977 3.76130 4.96766
C: 0.61299 2.80508 5.97177
C: 0.34261 1.48187 5.65705
C: 0.12281 1.09866 4.33774
H: 0.77789 -0.91004 3.91235
H: -0.82300 -0.82032 4.65456
H: -0.69476 2.37028 1.37057
H: 0.86834 1.54681 1.37633
H: 0.47466 4.13126 2.85976
H: 0.87797 4.79612 5.20898
H: 0.77241 3.09490 7.00303
H: 0.30095 0.74105 6.44754


No. 2
ORCA calculation (ωB97M-V/def2-TZVPD) on C52H38BaF5N9O5PS2 as an isolated structure.

Computed properties:
Largest force on an atom, eV/Å: 1.3
Charge: -1
Kohn-Sham gap, eV: 5.8
Highest occupied orbital energy, eV: -4.016

Positions of all 113 atoms, in Å:
Ba: -0.11019 -0.72241 -0.31939
C: -1.30549 -4.32310 0.21174
N: -0.42906 -3.55864 -0.64922
C: 0.91210 -4.06206 -0.85165
C: 1.95829 -3.47101 0.06395
N: 1.90553 -2.35773 0.73743
C: 3.17542 -2.18935 1.28247
C: 3.69682 -1.12564 2.00567
C: 5.02753 -1.19070 2.38449
C: 5.82384 -2.28880 2.04217
C: 5.31850 -3.34820 1.30603
C: 3.98626 -3.27494 0.93146
N: 3.16847 -4.10049 0.18586
C: -1.93528 -3.51766 1.31377
N: -1.66936 -2.28908 1.64379
C: -2.55048 -1.97902 2.67575
C: -2.75526 -0.78440 3.35965
C: -3.74426 -0.75166 4.32530
C: -4.53032 -1.87607 4.60491
C: -4.35730 -3.06464 3.91907
C: -3.36119 -3.08901 2.95395
N: -2.93488 -4.06360 2.07375
H: -0.76660 -5.16620 0.65840
H: -2.12645 -4.75649 -0.37491
H: -0.90109 -3.33921 -1.53653
H: 1.21953 -3.82411 -1.87518
H: 0.99516 -5.15448 -0.74256
H: 3.08745 -0.25939 2.22842
H: 5.46557 -0.37118 2.93986
H: 6.86220 -2.30633 2.34779
H: 5.94443 -4.18412 1.02075
H: 3.47313 -4.86352 -0.39290
H: -2.17303 0.08897 3.10777
H: -3.92814 0.16868 4.86498
H: -5.30135 -1.80639 5.36132
H: -4.98504 -3.92371 4.11787
H: -3.36957 -4.95565 1.91695
O: -0.59126 1.31551 -2.44229
N: -1.82312 2.07509 -2.27958
N: -2.44413 1.64267 -1.10266
O: -1.64056 1.24709 -0.07241
C: -3.58377 2.35280 -0.79288
C: -4.30803 3.06567 -1.76552
C: -5.46192 3.74097 -1.41003
C: -5.92417 3.74104 -0.09797
C: -5.20930 3.03344 0.85997
C: -4.05299 2.34705 0.52862
H: -3.96790 3.06184 -2.79170
H: -6.01364 4.27859 -2.17266
H: -6.82818 4.27336 0.16879
H: -5.56275 3.00936 1.88458
H: -3.50137 1.77507 1.25974
O: 2.73204 -2.56667 -3.70263
S: 2.74639 -1.47626 -2.74768
O: 3.76235 -1.58747 -1.71616
O: 1.40781 -1.15597 -2.21399
C: 3.15290 0.01239 -3.64965
C: 3.49475 -0.07516 -4.99298
C: 3.83445 1.06789 -5.69415
C: 3.83823 2.29974 -5.04973
C: 3.49398 2.38352 -3.71262
C: 3.13675 1.24422 -2.98833
P: 2.63862 1.38151 -1.20996
C: 4.06581 2.36021 -0.58980
C: 5.15683 1.57837 -0.20787
C: 6.32732 2.17287 0.24024
C: 6.41334 3.55486 0.33232
C: 5.32675 4.33922 -0.03301
C: 4.16047 3.74606 -0.49351
C: 1.24136 2.55117 -1.27916
C: 0.23554 2.50405 -2.40735
C: -1.00717 3.37654 -2.23539
C: -1.09236 4.25007 -1.03371
C: -0.12380 4.24908 -0.12152
C: 1.03877 3.37301 -0.23814
H: 3.47924 -1.05058 -5.45988
H: 4.09527 1.00161 -6.74288
H: 4.10628 3.19784 -5.59274
H: 3.50002 3.34913 -3.21953
H: 5.07818 0.49787 -0.27859
H: 7.16974 1.55544 0.52648
H: 7.32142 4.02236 0.69223
H: 5.38793 5.41822 0.04065
H: 3.31491 4.36475 -0.77095
H: 0.74657 2.60634 -3.36737
H: -1.28202 3.93736 -3.12902
H: -1.94730 4.90830 -0.94718
H: -0.18145 4.91598 0.73138
H: 1.76848 3.40592 0.56531
F: -7.59816 -3.88726 -1.37150
C: -6.36722 -3.46465 -1.71038
C: -5.60758 -2.71270 -0.83307
F: -6.10556 -2.40220 0.37808
C: -4.34764 -2.28193 -1.20086
F: -3.68001 -1.52742 -0.31002
C: -3.74652 -2.57534 -2.43757
S: -2.16138 -2.02520 -2.87473
C: -4.56790 -3.32805 -3.29365
F: -4.11748 -3.66619 -4.51100
C: -5.83241 -3.76324 -2.94953
F: -6.55897 -4.49040 -3.81847
N: 1.84292 -0.27037 6.77681
C: 1.36464 0.20032 5.84408
C: 0.77392 0.80278 4.67898
C: 0.23883 2.08758 4.72690
C: -0.32214 2.61272 3.58002
C: -0.33082 1.84962 2.41908
N: 0.18529 0.61629 2.37315
C: 0.72087 0.10653 3.47269
H: 0.26263 2.64708 5.65307
H: -0.76282 3.60048 3.58028
H: -0.80823 2.18222 1.49804
H: 1.11454 -0.90266 3.40945


No. 3
ORCA calculation (ωB97M-V/def2-TZVPD) on C52H38Br2N3O4PbS2Si as an isolated structure.

Computed properties:
Largest force on an atom, eV/Å: 0.6
Charge: -1
Kohn-Sham gap, eV: 6.8
Highest occupied orbital energy, eV: -4.639

Positions of all 103 atoms, in Å:
Pb: -0.37950 0.53463 -0.63999
O: -0.53652 2.07936 1.85621
N: -1.67284 2.71583 1.74636
C: -1.68057 4.05417 1.95650
C: -2.83843 4.78472 1.95799
C: -4.04644 4.12319 1.73481
C: -4.02448 2.77817 1.45513
C: -2.82429 2.04669 1.40828
S: -2.75681 0.38937 0.97013
H: -0.69711 4.46808 2.11887
H: -2.79274 5.85017 2.13270
H: -4.98479 4.66196 1.76463
H: -4.92947 2.23137 1.23101
Br: -1.36640 5.11101 -3.48875
C: -0.07815 3.81727 -3.99437
C: 0.68478 4.04527 -5.14383
C: 1.61642 3.13414 -5.55259
Br: 2.61882 3.49373 -7.13132
C: 1.83809 1.95222 -4.80935
C: 2.76369 0.94220 -5.15989
C: 2.91703 -0.15493 -4.36431
C: 2.15560 -0.24622 -3.18485
N: 1.28578 0.66498 -2.83868
C: 1.08160 1.74691 -3.62904
C: 0.04933 2.67907 -3.18614
O: -0.67263 2.46785 -2.15906
H: 0.52559 4.95107 -5.71246
H: 3.34218 1.05196 -6.06741
H: 3.61040 -0.94375 -4.62403
H: 2.27088 -1.08999 -2.50953
N: -1.24355 -1.08276 -1.93813
C: -2.28276 -1.35792 -2.58261
C: -3.54087 -0.52245 -2.49971
C: -3.45669 0.86556 -2.54742
C: -4.56959 1.65056 -2.28696
C: -5.78189 1.05517 -1.96112
C: -5.87638 -0.32913 -1.91623
C: -4.76567 -1.11184 -2.20182
C: -2.33819 -2.58558 -3.47332
C: -1.39404 -3.59429 -3.29992
C: -1.34028 -4.67403 -4.16546
C: -2.23159 -4.76093 -5.23136
C: -3.18474 -3.76991 -5.40503
C: -3.24093 -2.69250 -4.52662
H: -2.50649 1.33782 -2.76528
H: -4.47692 2.72960 -2.31798
H: -6.65010 1.66718 -1.74736
H: -6.81268 -0.80052 -1.64239
H: -4.84202 -2.19247 -2.15400
H: -0.69317 -3.48977 -2.48002
H: -0.59333 -5.44593 -4.02196
H: -2.17585 -5.59183 -5.92410
H: -3.87979 -3.82626 -6.23405
H: -3.98126 -1.91646 -4.67370
C: 3.17720 3.88686 0.35979
C: 3.25307 3.70087 1.73302
C: 3.04417 2.44033 2.28046
C: 2.75352 1.34525 1.46364
C: 2.73934 1.54570 0.08321
C: 2.93114 2.80172 -0.46941
Si: 2.56543 -0.36749 2.18931
C: 2.11866 -0.21443 3.98327
C: 2.68361 -1.03969 4.95452
C: 2.32628 -0.91157 6.29111
C: 1.40166 0.05054 6.66849
C: 0.84852 0.89844 5.71480
C: 1.20544 0.77252 4.38111
C: 4.25226 -1.15008 1.90158
C: 5.36018 -0.49913 2.46002
C: 6.65395 -0.84542 2.10663
C: 6.87133 -1.85592 1.17753
C: 5.79129 -2.53413 0.63603
C: 4.49375 -2.18605 0.99836
H: 3.31322 4.87430 -0.06353
H: 3.46809 4.53911 2.38471
H: 3.10284 2.31962 3.35557
H: 2.57655 0.70969 -0.58506
H: 2.88508 2.92967 -1.54465
H: 3.41067 -1.79128 4.66463
H: 2.76457 -1.56417 7.03577
H: 1.10717 0.13923 7.70700
H: 0.13241 1.65544 6.00926
H: 0.75882 1.43366 3.64027
H: 5.20450 0.30806 3.16957
H: 7.49440 -0.32370 2.54755
H: 7.87947 -2.10147 0.86730
H: 5.95436 -3.33719 -0.07223
H: 3.66080 -2.72552 0.56429
O: -3.96153 -5.11174 3.78069
C: -3.45166 -3.91764 4.17449
O: -3.86836 -3.40911 5.17728
C: -2.36674 -3.32563 3.33040
C: -1.84850 -2.09840 3.72265
C: -0.79179 -1.51895 3.04168
C: -0.20470 -2.19067 1.97907
S: 1.22077 -1.66367 1.05638
C: -0.76702 -3.38372 1.52735
C: -1.84229 -3.93901 2.19489
H: -3.54558 -5.39776 2.96023
H: -2.29948 -1.59071 4.56423
H: -0.45484 -0.53580 3.31957
H: -0.36886 -3.86304 0.64220
H: -2.25335 -4.85973 1.79453


No. 4
ORCA calculation (ωB97M-V/def2-TZVPD) on a 9-piece molecular cluster, C52H38ClN4O17 overall.

Computed properties:
Largest force on an atom, eV/Å: 9.2
Charge: +1
Kohn-Sham gap, eV: 7.2
Highest occupied orbital energy, eV: -11.336

Positions of all 112 atoms, in Å:
O: 2.83503 -5.37005 1.67696
C: 2.96740 -4.04611 1.49582
Cl: 4.54915 -3.08178 1.55172
C: 1.56486 -3.20062 1.15589
N: 0.51104 -3.79705 2.09026
C: -0.82326 -3.79230 1.76652
N: -1.29855 -3.14443 0.45446
C: -2.78843 -3.40390 0.57752
N: -3.13373 -4.16224 1.84026
N: -1.96543 -4.37781 2.56682
H: 1.69394 -2.04221 1.26172
H: 1.29162 -3.51971 0.03931
H: 0.77882 -4.25664 3.01184
H: -3.59794 -3.07258 -0.20143
H: -4.08552 -4.46439 2.16412
H: -1.97724 -4.89174 3.49035
C: 5.75619 0.64400 -2.77845
C: 4.81930 0.47043 -1.84119
C: 4.60804 -0.84403 -1.20340
O: 3.74942 -1.00428 -0.34689
C: 5.47278 -1.95819 -1.64003
C: 6.40966 -1.78463 -2.57729
C: 6.62093 -0.47017 -3.21509
O: 7.47955 -0.30992 -4.07160
H: 5.92369 1.60128 -3.25678
H: 4.17753 1.27788 -1.50957
H: 5.30528 -2.91548 -1.16170
H: 7.05144 -2.59208 -2.90891
C: -4.39692 -0.30840 1.06102
C: -3.76778 0.45726 0.16421
C: -4.51039 1.40748 -0.68716
O: -3.93561 2.10723 -1.50965
C: -5.97411 1.47992 -0.50807
C: -6.60325 0.71425 0.38874
C: -5.86064 -0.23596 1.24011
O: -6.43542 -0.93571 2.06259
H: -3.86736 -1.01100 1.69282
H: -2.69458 0.41635 0.02140
H: -6.50367 2.18252 -1.13988
H: -7.67645 0.75516 0.53154
C: 7.16736 -1.19267 4.30246
C: 7.44668 -1.16402 2.99576
C: 8.32304 -0.12362 2.42236
O: 8.57762 -0.09546 1.22616
C: 8.87975 0.88232 3.34862
C: 8.60043 0.85367 4.65533
C: 7.72407 -0.18673 5.22872
O: 7.46948 -0.21490 6.42492
H: 6.52589 -1.94838 4.73911
H: 7.04672 -1.89518 2.30348
H: 9.52122 1.63803 2.91197
H: 9.00039 1.58483 5.34760
C: -8.93157 5.76787 0.86678
C: -8.25803 4.73996 0.34134
C: -8.95346 3.51750 -0.10719
O: -8.33757 2.57539 -0.58638
C: -10.42133 3.47563 0.04584
C: -11.09486 4.50353 0.57128
C: -10.39943 5.72600 1.01980
O: -11.01532 6.66810 1.49900
H: -8.43681 6.67147 1.20139
H: -7.18134 4.75562 0.22174
H: -10.91608 2.57202 -0.28877
H: -12.17156 4.48788 0.69088
C: 7.87332 -5.06474 4.15292
C: 8.54686 -6.09264 3.62748
C: 7.85143 -7.31511 3.17896
O: 8.46732 -8.25721 2.69976
C: 6.38356 -7.35698 3.33198
C: 5.71003 -6.32907 3.85742
C: 6.40546 -5.10661 4.30595
O: 5.78957 -4.16450 4.78514
H: 8.36808 -4.16113 4.48753
H: 9.62355 -6.07699 3.50788
H: 5.88881 -8.26059 2.99737
H: 4.63334 -6.34473 3.97702
C: 1.83879 2.40741 -5.80726
C: 0.94962 1.58531 -6.37283
C: 0.47431 0.37417 -5.67540
O: -0.33801 -0.37990 -6.19312
C: 1.01810 0.10772 -4.32889
C: 1.90727 0.92981 -3.76332
C: 2.38258 2.14096 -4.46075
O: 3.19490 2.89502 -3.94303
H: 2.19838 3.29950 -6.30537
H: 0.54079 1.76732 -7.35952
H: 0.65851 -0.78438 -3.83078
H: 2.31610 0.74780 -2.77663
C: -10.43567 7.21110 4.57330
C: -9.89037 8.28882 5.14555
C: -9.68680 8.36042 6.60591
O: -9.18960 9.34726 7.13074
C: -10.10744 7.19494 7.40873
C: -10.65274 6.11721 6.83648
C: -10.85631 6.04562 5.37612
O: -11.35351 5.05878 4.85129
H: -10.59266 7.14266 3.50376
H: -9.57597 9.15143 4.57034
H: -9.95045 7.26337 8.47828
H: -10.96714 5.25460 7.41170
C: 2.02403 -1.85773 -8.37451
C: 1.91770 -1.39368 -9.62338
C: 3.11465 -1.09393 -10.43373
O: 3.01827 -0.66727 -11.57618
C: 4.43286 -1.32824 -9.81146
C: 4.53919 -1.79228 -8.56259
C: 3.34224 -2.09204 -7.75224
O: 3.43862 -2.51869 -6.60979
H: 1.15626 -2.08197 -7.76627
H: 0.95802 -1.21726 -10.09423
H: 5.30063 -1.10400 -10.41970
H: 5.49888 -1.96870 -8.09174